No. 1
16
Properties=species:S:1:pos:R:3 method="wB97M-V/def2-TZVPD" charge=+1 homo_ha=-0.5104 smiles="[NH3+]C1(S)N=CCC=N1" e_tot_ha=-719.366443 largest_force_ev_per_a=4.75 relative_energy_kj_mol=221.59 lumo_energy_ha=-0.15649
C 1.441 -0.069 -0.768
C 0.861 0.808 1.407
C 1.697 1.066 0.123
C -0.690 -0.257 0.179
N 0.280 -0.571 -0.840
N -0.258 0.205 1.446
N -1.715 -1.386 0.327
S -1.873 1.267 -0.371
H 2.218 -0.505 -1.416
H 1.325 1.057 2.324
H 2.730 1.107 0.533
H 1.289 2.015 -0.280
H -2.625 -1.026 0.125
H -1.518 -1.576 1.321
H -1.456 -2.129 -0.396
H -2.319 1.000 -1.550

No. 2
18
Properties=species:S:1:pos:R:3 method="wB97M-V/def2-TZVPD" charge=0 homo_ha=-0.3512 e_tot_ha=-1338.841685 largest_force_ev_per_a=4.17 relative_energy_kj_mol=2.84 lumo_energy_ha=-0.03065
C -0.543 -0.088 0.692
C -1.330 1.163 -1.375
C 1.815 -0.033 -0.299
C -0.384 0.377 -2.243
C 1.242 -1.136 1.731
N -1.308 0.757 -0.053
N -1.169 -0.406 1.786
N -2.462 0.895 0.674
N -2.350 0.197 1.752
N 0.788 -0.465 0.542
O -2.094 2.012 -1.732
S 3.396 0.030 -0.020
S 1.397 0.587 -1.890
H -0.615 -0.641 -2.176
H -0.518 0.897 -3.277
H 2.249 -0.813 1.831
H 0.565 -0.997 2.585
H 1.322 -2.334 1.471

No. 3
62
Properties=species:S:1:pos:R:3 method="wB97M-V/def2-TZVPD" spin_multiplicity=3 charge=0 homo_ha="-0.2403 / -0.2925" e_tot_ha=-2047.672923 largest_force_ev_per_a=1.60 relative_energy_kj_mol=55.14 s_squared=2.01 lumo_energy_ha="0.00676 / -0.03147"
Pt -0.042 -0.347 -0.663
C 0.382 -1.258 3.628
C -0.094 -0.080 4.193
C -0.339 1.013 3.386
C -0.105 0.922 2.015
N 0.315 -0.240 1.484
C 0.559 -1.296 2.260
C -0.271 2.023 1.052
C -0.347 3.361 1.445
C -0.423 4.356 0.489
C -0.432 4.010 -0.862
C -0.372 2.681 -1.252
C -0.281 1.666 -0.301
H 0.610 -2.127 4.229
H -0.272 -0.017 5.259
H -0.723 1.932 3.806
H 0.927 -2.178 1.751
H -0.321 3.631 2.494
H -0.467 5.395 0.789
H -0.472 4.789 -1.614
H -0.400 2.432 -2.306
F 9.269 -1.066 -2.473
C 8.819 -1.037 -1.202
F 9.410 0.008 -0.600
F 9.293 -2.152 -0.610
C 7.323 -0.967 -1.143
C 6.588 -2.000 -1.713
C 5.208 -1.971 -1.670
C 4.538 -0.909 -1.052
C 5.290 0.121 -0.485
C 6.675 0.093 -0.530
C 3.106 -0.874 -1.002
C 1.888 -0.890 -0.981
H 7.099 -2.825 -2.194
H 4.631 -2.770 -2.114
H 4.775 0.946 -0.012
H 7.249 0.897 -0.091
C -3.668 -1.659 -3.265
C -3.356 -2.452 -2.016
O -3.531 -1.666 -0.813
P -2.457 -0.515 -0.486
O -3.095 0.827 -1.064
C -4.322 1.412 -0.586
C -5.222 1.721 -1.760
O -2.787 -0.325 1.083
C -3.055 -1.417 1.976
C -4.499 -1.377 2.419
H -3.674 -2.325 -4.129
H -2.926 -0.879 -3.440
H -4.648 -1.188 -3.187
H -2.336 -2.842 -2.041
H -4.034 -3.297 -1.909
H -4.041 2.322 -0.055
H -4.802 0.741 0.126
H -4.646 2.181 -2.563
H -6.005 2.417 -1.457
H -5.697 0.819 -2.147
H -2.378 -1.295 2.821
H -2.827 -2.368 1.493
H -4.707 -0.456 2.966
H -4.719 -2.224 3.072
H -5.161 -1.425 1.554

No. 4
17
Properties=species:S:1:pos:R:3 method="wB97M-V/def2-TZVPD" charge=-1 homo_ha=-0.0962 e_tot_ha=-1539.692427 largest_force_ev_per_a=4.21 relative_energy_kj_mol=206.47 lumo_energy_ha=0.04419
C -1.538 -1.462 0.765
C 2.596 0.705 -0.208
C -1.019 -0.754 -0.306
C 3.172 -0.414 -0.450
C -2.823 1.096 -0.370
O -0.528 -2.144 1.462
O -2.697 -1.476 1.191
S 3.499 2.159 0.679
S 4.211 -1.559 -0.737
S -1.972 -0.041 -1.514
H 1.602 1.223 -0.340
H 0.134 -0.788 -0.478
H -3.906 1.396 -0.806
H -2.354 2.108 -0.187
H -3.009 0.500 0.537
H 4.575 2.099 -0.163
H 0.058 -2.648 0.926

No. 5
17
Properties=species:S:1:pos:R:3 method="wB97M-V/def2-TZVPD" charge=0 homo_ha=-0.3122 smiles=CO[C@@H](C)CN e_tot_ha=-288.921684 largest_force_ev_per_a=4.35 relative_energy_kj_mol=250.29 lumo_energy_ha=0.04125
C -1.835 -0.644 0.011
C 0.432 -0.480 0.438
C 1.592 -1.095 -0.248
C 0.302 1.075 0.666
H -1.904 0.458 0.212
H -2.051 -1.139 0.954
H -2.688 -0.812 -0.755
H 0.146 -0.933 1.472
H 1.863 -0.391 -1.154
H 1.284 -2.006 -0.760
H 2.598 -1.236 0.188
H 1.313 1.431 0.926
H -0.409 1.540 1.333
H 0.417 2.501 -0.876
H -0.522 0.959 -1.260
N 0.014 1.625 -0.677
O -0.552 -0.853 -0.472

No. 6
107
Properties=species:S:1:pos:R:3 method="wB97M-V/def2-TZVPD" spin_multiplicity=5 charge=0 homo_ha="-0.2455 / -0.2456" e_tot_ha=-3801.196776 largest_force_ev_per_a=3.41 relative_energy_kj_mol=0.00 s_squared=6.01 lumo_energy_ha="-0.03834 / -0.03840"
Fe -0.175 -0.185 0.310
C -1.862 -3.634 -0.813
C -0.772 -3.682 0.197
C -0.156 -4.827 0.712
C 0.828 -4.360 1.561
C 1.802 -5.147 2.363
N 0.775 -3.013 1.540
N -0.203 -2.602 0.720
B 1.669 -2.004 2.273
N 0.783 -1.101 3.138
N -0.218 -0.384 2.608
C -0.768 0.333 3.578
C -1.882 1.291 3.368
C -0.115 0.058 4.783
C 0.870 -0.855 4.461
C 1.866 -1.472 5.377
N 2.407 -1.149 1.209
N 1.754 -0.332 0.367
C 2.647 0.282 -0.410
C 2.274 1.295 -1.430
C 3.920 -0.171 -0.068
C 3.728 -1.081 0.960
C 4.757 -1.892 1.659
H -1.594 -4.257 -1.663
H -2.005 -2.614 -1.158
H -2.796 -4.013 -0.396
H -0.392 -5.847 0.483
H 1.835 -6.169 1.992
H 1.514 -5.168 3.415
H 2.795 -4.714 2.295
H 2.459 -2.566 2.944
H -2.144 1.338 2.317
H -1.570 2.283 3.688
H -2.754 1.000 3.954
H -0.321 0.477 5.747
H 1.902 -0.906 6.305
H 2.856 -1.486 4.929
H 1.588 -2.499 5.616
H 1.209 1.236 -1.649
H 2.832 1.132 -2.351
H 2.501 2.293 -1.056
H 4.849 0.125 -0.510
H 5.744 -1.625 1.292
H 4.592 -2.953 1.476
H 4.723 -1.730 2.734
N -4.402 -0.661 -0.016
C -3.104 -0.822 0.356
N -2.189 0.075 0.174
C -2.543 1.303 -0.385
N -1.726 2.324 -0.270
N -0.591 2.116 0.358
C 0.162 3.136 0.697
C 1.269 2.997 1.568
C 2.002 4.125 2.004
C 3.004 3.962 2.927
C 3.292 2.682 3.396
C 2.554 1.626 2.882
N 1.578 1.760 2.011
C -3.850 1.460 -0.978
C -4.222 2.576 -1.725
C -5.502 2.668 -2.253
C -6.423 1.657 -2.049
C -6.070 0.536 -1.303
C -4.796 0.438 -0.777
H -5.062 -1.413 0.116
H -2.830 -1.742 0.848
H -0.114 4.131 0.358
H 1.761 5.104 1.617
H 3.567 4.812 3.287
H 4.066 2.520 4.130
H 2.769 0.613 3.195
H -3.499 3.358 -1.878
H -5.781 3.536 -2.828
H -7.418 1.730 -2.461
H -6.789 -0.252 -1.131
C -4.321 -2.564 -7.828
C -3.595 -2.311 -6.537
C -4.158 -1.448 -5.601
C -3.538 -1.229 -4.386
C -2.365 -1.885 -4.074
C -1.773 -2.738 -5.000
N -0.637 -3.478 -4.736
C 0.260 -3.594 -3.692
C 0.847 -4.866 -3.582
C 1.822 -5.151 -2.653
C 2.240 -4.162 -1.777
C 1.668 -2.909 -1.867
C 0.691 -2.597 -2.806
C 0.280 -1.130 -2.846
O 0.433 -0.494 -3.874
O -0.167 -0.675 -1.738
C -2.383 -2.936 -6.256
C -1.730 -3.830 -7.279
H -5.303 -2.099 -7.798
H -4.454 -3.633 -7.993
H -3.778 -2.154 -8.680
H -5.087 -0.947 -5.836
H -3.978 -0.548 -3.669
H -1.908 -1.724 -3.116
H -0.530 -4.251 -5.376
H 0.516 -5.640 -4.262
H 2.248 -6.144 -2.617
H 3.009 -4.354 -1.044
H 1.999 -2.130 -1.204
H -0.659 -3.635 -7.339
H -2.148 -3.655 -8.265
H -1.880 -4.887 -7.039